This record from the Open Molecules 2025 dataset describes a molecular structure, C35H78F6N4O3PZn. The level of theory is wB97M-V/def2-TZVPD.

Structure (XYZ):
```
128
Properties=species:S:1:pos:R:3
Zn -2.258 4.099 1.086
C -0.435 -1.966 -2.049
C 0.999 -2.224 -1.664
O 1.770 -3.099 -2.219
O 1.325 -1.563 -0.689
H -1.113 -2.667 -1.562
H -0.584 -2.139 -3.115
H -0.751 -0.985 -1.694
C -0.842 1.375 1.094
O -1.939 2.195 1.458
H -0.046 2.052 0.781
H -0.459 0.773 1.918
H -1.017 0.688 0.266
C -0.078 0.981 5.379
C 1.226 1.137 4.537
C 1.593 2.582 4.054
N 3.096 2.637 3.638
C 3.985 2.228 4.816
C 3.463 4.090 3.209
C 4.619 3.877 2.175
C 4.678 2.427 1.730
C 3.400 1.823 2.328
H -0.208 1.742 6.148
H -0.032 0.068 5.973
H -0.910 0.998 4.674
H 1.081 0.500 3.665
H 2.054 0.599 4.996
H 1.482 3.212 4.936
H 1.003 2.984 3.230
H 3.890 1.168 5.049
H 3.864 2.845 5.706
H 5.041 2.139 4.559
H 3.717 4.692 4.080
H 2.565 4.487 2.735
H 5.636 4.082 2.507
H 4.336 4.496 1.324
H 5.590 1.894 1.995
H 4.451 2.206 0.687
H 3.344 0.756 2.547
H 2.511 2.129 1.777
C -4.100 -1.122 1.668
C -4.802 -1.451 0.367
C -4.264 -0.655 -0.789
N -4.915 -0.994 -2.162
C -6.378 -0.651 -2.184
C -4.584 -2.464 -2.517
C -4.721 -2.577 -3.997
C -4.023 -1.332 -4.490
C -4.131 -0.305 -3.288
H -3.052 -1.416 1.599
H -4.668 -1.515 2.511
H -4.089 -0.042 1.821
H -5.855 -1.199 0.496
H -4.732 -2.524 0.189
H -3.212 -0.937 -0.827
H -4.282 0.435 -0.752
H -6.581 0.347 -1.796
H -6.945 -1.355 -1.575
H -6.566 -0.783 -3.250
H -5.276 -3.148 -2.026
H -3.541 -2.611 -2.237
H -5.783 -2.617 -4.240
H -4.297 -3.545 -4.266
H -4.462 -0.906 -5.392
H -2.978 -1.541 -4.722
H -4.579 0.678 -3.431
H -3.118 -0.032 -2.992
C -2.331 -4.797 0.513
C -0.782 -4.782 0.778
C -0.407 -3.665 1.805
N 1.076 -3.754 2.294
C 2.111 -4.343 1.225
C 1.254 -4.663 3.564
C 1.493 -3.798 4.797
C 1.342 -2.346 4.328
C 1.692 -2.454 2.846
H -2.657 -3.939 -0.074
H -2.925 -4.935 1.416
H -2.533 -5.688 -0.081
H -0.211 -4.781 -0.151
H -0.458 -5.763 1.126
H -0.902 -3.625 2.775
H -0.557 -2.701 1.318
H 3.090 -4.339 1.702
H 2.233 -3.675 0.372
H 1.801 -5.319 0.849
H 2.067 -5.370 3.395
H 0.309 -5.176 3.744
H 2.425 -4.090 5.282
H 0.710 -4.158 5.463
H 2.080 -1.680 4.773
H 0.318 -1.983 4.415
H 2.778 -2.522 2.779
H 1.206 -1.619 2.342
C 0.191 -1.072 -6.056
C 0.200 0.093 -5.136
C 1.639 0.393 -4.455
N 1.642 1.658 -3.496
C 0.778 1.645 -2.214
C 1.124 2.903 -4.315
C 1.923 4.103 -3.891
C 3.342 3.488 -3.592
C 3.102 2.046 -3.185
H -0.729 -1.062 -6.640
H 0.310 -2.050 -5.590
H 1.062 -0.985 -6.706
H -0.554 0.047 -4.350
H -0.094 0.969 -5.715
H 2.435 0.702 -5.133
H 1.979 -0.452 -3.858
H 1.047 2.476 -1.562
H 1.028 0.751 -1.643
H -0.276 1.622 -2.494
H 0.052 3.047 -4.178
H 1.372 2.770 -5.368
H 1.540 4.393 -2.913
H 1.826 4.984 -4.526
H 3.958 4.059 -2.897
H 3.848 3.547 -4.556
H 3.242 1.778 -2.138
H 3.792 1.415 -3.746
P 0.292 5.374 0.393
F 1.344 6.276 1.315
F 1.221 4.085 0.629
F -0.521 4.939 1.755
F -0.869 4.552 -0.414
F -0.724 6.667 0.238
F 1.144 5.750 -0.938
```

Calculated values
- Kohn-Sham gap (spin up / spin down): 7.702 / 6.290 eV
- Total charge: +4
- E_LUMO (spin up / spin down): -0.416 / -0.468 hartree
- 2S+1: 2
- E_HOMO (spin up / spin down): -19.0 / -19.0 eV

Results of the Mulliken charge analysis, in e, for atoms 1 through 2: number 1, Zn, carries 0.9656; number 2, C, carries 0.3673



This record from the Open Molecules 2025 dataset describes a molecular structure, C35H79BFInN3O8Si. The level of theory is wB97M-V/def2-TZVPD.

Structure (XYZ):
```
129
Properties=species:S:1:pos:R:3
C 2.996 -4.161 1.311
B 3.726 -3.012 0.489
O 5.092 -3.252 0.221
In 2.640 -1.124 -0.220
C 3.837 0.671 0.374
C 5.175 0.811 -0.376
C 5.154 2.007 -1.293
F 6.033 1.852 -2.381
C 0.680 -0.979 0.918
C -0.543 -1.337 0.093
O -1.523 -0.256 0.095
Si -2.749 -0.370 -0.988
C -3.659 -2.014 -0.929
C -2.193 -0.061 -2.763
C -3.987 0.964 -0.537
C 2.147 -1.109 -2.403
C 3.114 -1.857 -3.325
N 3.481 -3.187 -2.799
N 4.369 -1.156 -3.559
N 2.488 -1.948 -4.672
H 2.502 -3.731 2.187
H 3.688 -4.938 1.654
H 2.201 -4.603 0.703
H 5.189 -3.987 -0.386
H 4.025 0.582 1.443
H 3.226 1.574 0.273
H 5.358 -0.060 -1.011
H 6.026 0.857 0.308
H 4.156 2.129 -1.712
H 5.457 2.914 -0.769
H 0.567 0.050 1.255
H 0.742 -1.651 1.774
H -0.298 -1.555 -0.953
H -1.037 -2.230 0.492
H -4.410 -2.018 -0.143
H -2.965 -2.846 -0.807
H -4.184 -2.147 -1.880
H -2.297 1.001 -2.989
H -1.168 -0.365 -2.967
H -2.867 -0.592 -3.438
H -4.908 0.803 -1.098
H -3.601 1.959 -0.756
H -4.191 0.894 0.532
H 1.131 -1.463 -2.611
H 2.159 -0.065 -2.732
H 2.935 -3.909 -3.245
H 4.462 -3.349 -2.989
H 4.871 -1.049 -2.685
H 4.145 -0.235 -3.912
H 1.617 -2.459 -4.575
H 3.096 -2.524 -5.249
C -6.842 -2.211 3.665
C -5.447 -2.207 4.289
C -4.554 -2.182 3.054
O -5.289 -1.465 2.052
C -6.643 -1.290 2.467
H -7.627 -1.861 4.334
H -7.102 -3.218 3.329
H -5.306 -1.299 4.880
H -5.248 -3.066 4.929
H -4.347 -3.189 2.683
H -3.603 -1.675 3.222
H -6.801 -0.242 2.742
H -7.302 -1.527 1.635
C 4.564 3.434 5.066
C 4.557 2.034 5.680
C 3.523 1.324 4.812
O 3.606 1.926 3.524
C 4.387 3.111 3.586
H 5.472 4.001 5.267
H 3.712 4.011 5.433
H 5.536 1.567 5.558
H 4.301 2.018 6.739
H 2.509 1.462 5.205
H 3.709 0.254 4.712
H 5.352 2.921 3.102
H 3.876 3.902 3.034
C -4.376 -7.201 0.498
C -5.251 -6.197 -0.251
C -5.195 -4.989 0.675
O -3.915 -5.031 1.304
C -3.292 -6.293 1.065
H -3.972 -7.991 -0.134
H -4.944 -7.667 1.307
H -4.802 -5.952 -1.216
H -6.268 -6.545 -0.427
H -5.973 -5.045 1.447
H -5.296 -4.039 0.151
H -2.476 -6.154 0.348
H -2.868 -6.660 2.001
C -10.880 -0.342 -0.397
C -11.486 0.667 0.576
C -10.833 0.255 1.889
O -9.547 -0.263 1.552
C -9.459 -0.467 0.139
H -10.908 -0.022 -1.437
H -11.400 -1.299 -0.319
H -11.183 1.680 0.304
H -12.574 0.637 0.620
H -11.411 -0.528 2.391
H -10.706 1.088 2.582
H -8.802 0.297 -0.289
H -9.016 -1.445 -0.051
C 4.377 7.239 0.976
C 3.748 8.337 1.832
C 4.453 8.123 3.166
O 5.754 7.623 2.857
C 5.813 7.242 1.480
H 4.306 7.420 -0.095
H 3.903 6.280 1.192
H 3.993 9.321 1.426
H 2.665 8.262 1.914
H 3.925 7.384 3.778
H 4.558 9.041 3.747
H 6.426 7.974 0.941
H 6.291 6.266 1.400
C 6.815 2.916 -6.176
C 6.893 1.507 -5.592
C 5.954 0.743 -6.515
O 6.046 1.381 -7.798
C 6.728 2.625 -7.669
H 7.666 3.545 -5.920
H 5.906 3.414 -5.831
H 7.910 1.119 -5.682
H 6.596 1.450 -4.548
H 4.918 0.802 -6.168
H 6.217 -0.309 -6.621
H 7.728 2.531 -8.111
H 6.179 3.389 -8.225
```

Calculated values
- Kohn-Sham gap: 5.697 eV
- Total charge: -1
- E_LUMO: 0.075 hartree
- E_HOMO: -3.7 eV

Results of the Mulliken charge analysis, in e, for atoms 1 through 2: number 1, C, carries -1.0553; number 2, B, carries 0.2209



This record from the Open Molecules 2025 dataset describes 5 unconnected molecules or ions with the total composition C35H82N6O6P. The level of theory is wB97M-V/def2-TZVPD.

Structure (XYZ):
```
130
Properties=species:S:1:pos:R:3
C 3.451 -0.808 2.300
C 3.628 -1.256 0.845
N 3.684 -0.132 -0.114
C 2.407 0.603 -0.113
C 2.435 1.846 -1.014
C 2.348 3.235 -0.327
P 0.650 3.476 0.521
C -0.268 4.832 -0.335
C -0.734 4.763 -1.793
C -0.407 2.007 0.201
C -0.813 1.532 -1.221
C 3.333 3.426 0.853
C 4.777 3.866 0.570
C 5.681 2.728 0.089
C 5.393 4.433 1.857
N 4.706 5.006 -0.398
O 4.378 6.101 0.181
C 4.007 4.803 -1.711
C 3.926 6.155 -2.443
C 4.773 3.867 -2.659
C 2.565 4.320 -1.414
C 3.908 -0.703 -1.424
C 5.216 -0.392 -2.088
O 3.110 -1.441 -1.936
H 3.486 0.279 2.397
H 4.227 -1.230 2.938
H 2.486 -1.128 2.702
H 2.839 -1.963 0.559
H 4.580 -1.791 0.759
H 1.594 -0.066 -0.433
H 2.178 0.888 0.914
H 1.620 1.782 -1.735
H 3.352 1.822 -1.606
H 0.361 5.718 -0.199
H -1.134 5.004 0.315
H -1.175 5.721 -2.089
H 0.091 4.564 -2.475
H -1.504 4.006 -1.938
H -1.320 2.259 0.752
H -0.003 1.156 0.753
H -0.337 2.092 -2.021
H -1.896 1.560 -1.351
H -0.523 0.486 -1.354
H 3.368 2.522 1.471
H 2.908 4.209 1.489
H 5.157 2.028 -0.548
H 6.539 3.125 -0.459
H 6.028 2.151 0.947
H 4.661 4.958 2.467
H 6.208 5.117 1.615
H 5.808 3.616 2.452
H 4.063 6.981 -1.754
H 4.684 6.228 -3.227
H 2.950 6.263 -2.926
H 4.911 2.860 -2.302
H 5.765 4.286 -2.852
H 4.231 3.836 -3.607
H 1.994 5.217 -1.187
H 2.181 3.920 -2.359
H 5.830 -1.297 -2.055
H 5.749 0.427 -1.619
H 5.018 -0.187 -3.144
C -5.428 -0.968 2.775
C -4.738 0.382 2.921
C -3.684 0.666 1.848
O -2.467 -0.038 2.001
C -2.465 -1.367 1.523
N -4.210 0.509 4.282
H -4.800 -1.777 3.151
H -6.348 -0.976 3.358
H -5.685 -1.177 1.735
H -5.505 1.151 2.799
H -3.410 1.724 1.913
H -4.095 0.491 0.843
H -3.083 -1.469 0.625
H -2.813 -2.080 2.275
H -1.432 -1.618 1.273
H -3.877 1.455 4.435
H -3.384 -0.077 4.360
C 4.414 -7.217 -1.216
C 4.310 -5.709 -1.010
C 4.061 -5.291 0.444
O 2.744 -5.497 0.913
C 2.440 -6.811 1.338
N 3.319 -5.170 -1.943
H 3.429 -7.685 -1.221
H 4.877 -7.429 -2.179
H 5.014 -7.687 -0.435
H 5.277 -5.273 -1.282
H 4.219 -4.212 0.516
H 4.784 -5.775 1.116
H 3.301 -7.277 1.827
H 2.116 -7.448 0.511
H 1.625 -6.738 2.057
H 3.337 -4.152 -1.933
H 2.395 -5.420 -1.603
C 0.349 -3.460 -3.282
C -0.028 -3.076 -1.855
C -0.313 -4.265 -0.932
O -1.558 -4.903 -1.143
C -1.586 -5.845 -2.196
N -1.134 -2.115 -1.891
H -0.530 -3.733 -3.868
H 0.822 -2.613 -3.776
H 1.051 -4.297 -3.302
H 0.838 -2.562 -1.424
H -0.352 -3.897 0.098
H 0.501 -5.001 -0.982
H -0.637 -6.388 -2.265
H -1.795 -5.379 -3.162
H -2.382 -6.555 -1.976
H -1.292 -1.752 -0.956
H -1.987 -2.618 -2.120
C -11.124 1.708 1.785
C -10.437 0.348 1.722
C -9.078 0.292 2.429
O -8.015 0.918 1.737
C -7.949 2.324 1.866
N -10.371 -0.090 0.327
H -10.694 2.406 1.066
H -12.179 1.602 1.539
H -11.046 2.150 2.781
H -11.075 -0.366 2.253
H -8.783 -0.757 2.511
H -9.150 0.696 3.448
H -8.262 2.645 2.865
H -8.560 2.837 1.119
H -6.911 2.620 1.712
H -10.052 -1.053 0.282
H -9.650 0.450 -0.143
```

Calculated values
- Kohn-Sham gap (spin up / spin down): 8.493 / 8.484 eV
- Total charge: 0
- E_LUMO (spin up / spin down): 0.021 / 0.020 hartree
- 2S+1: 2
- E_HOMO (spin up / spin down): -7.9 / -7.9 eV

Results of the Mulliken charge analysis, in e, for atoms 1 through 2: number 1, C, carries -1.5632; number 2, C, carries -0.1724



Question: Which of these has the highest total charge?
Answer: C35H78F6N4O3PZn



Question: total charge of number 1 (C35H78F6N4O3PZn)?
Answer: +4



Question: Number 2 is which compound?
Answer: C35H79BFInN3O8Si